No. 1
C24H28BF5N6RuS | wB97M-V/def2-TZVPD

```
66
C24H28BF5N6RuS (wB97M-V/def2-TZVPD)
Ru 0.2425 0.2972 0.4804
C -3.9442 -1.4906 0.2715
C -3.1196 -0.9309 -0.8941
C -3.8644 -1.0787 -2.2177
C -1.7924 -1.6415 -0.9247
C -1.4986 -2.7734 -1.6713
C -0.2847 -3.2337 -1.1915
N 0.1141 -2.4363 -0.2103
N -0.7877 -1.4178 -0.0327
B 1.3554 -2.5592 0.7094
N 2.4349 -1.5898 0.1636
C 3.7295 -1.7281 -0.1184
C 4.2659 -0.4726 -0.3739
C 3.2191 0.4187 -0.1849
N 2.1095 -0.2803 0.0935
C 3.2426 1.9094 -0.2422
C 2.2387 2.4938 0.7513
C 3.0377 2.4270 -1.6670
N 0.9468 -2.0232 2.1068
C 0.9106 -2.6157 3.3057
C 0.4809 -1.6948 4.2383
C 0.2594 -0.5131 3.5267
N 0.5675 -0.7261 2.2422
C -0.2140 0.7920 4.0913
C -0.7460 1.7461 3.0285
C 0.9007 1.4459 4.9146
H -4.9418 -1.0521 0.2655
H -3.4754 -1.2676 1.2306
H -4.0483 -2.5735 0.1898
H -2.9519 0.1269 -0.7004
H -4.1169 -2.1203 -2.4190
H -3.2780 -0.7037 -3.0569
H -4.7991 -0.5196 -2.1802
H -2.0979 -3.2163 -2.4451
H 0.2878 -4.1076 -1.4539
H 1.7472 -3.6807 0.7730
H 4.1824 -2.7048 -0.1168
H 5.2849 -0.2279 -0.6143
H 4.2395 2.2021 0.0980
H 1.1969 2.2616 0.4578
H 2.2814 3.5834 0.7635
H 2.4312 2.1413 1.7658
H 2.0489 2.1468 -2.0382
H 3.7819 2.0159 -2.3475
H 3.1154 3.5134 -1.6897
H 1.1949 -3.6490 3.4099
H 0.3356 -1.8490 5.2926
H -1.0411 0.5471 4.7635
H 0.0611 2.0916 2.3708
H -1.1542 2.6493 3.4827
H -1.5537 1.2962 2.4429
H 1.7731 1.6431 4.2885
H 1.2171 0.8060 5.7368
H 0.5587 2.3919 5.3330
F -1.6605 0.8528 -6.3407
C -1.5045 1.0796 -5.0467
C -0.5134 0.4166 -4.3365
F 0.2966 -0.4378 -4.9519
C -0.3699 0.6577 -2.9825
F 0.6377 0.0275 -2.3488
C -1.1871 1.5447 -2.2920
S -1.0659 1.8712 -0.5646
C -2.1570 2.2145 -3.0375
F -2.9656 3.0828 -2.4359
C -2.3250 1.9899 -4.3931
F -3.2692 2.6317 -5.0676
```

maximum force: 0.96 eV/A
expectation value of S²: 0.76
energy relative to the best compared isomer or geometry (same formula, charge and spin): 4.0 kcal per mole
HOMO level (alpha / beta): -11.374 / -11.369 eV
charge: +1
orbital gap (alpha / beta): 7.030 / 6.519 eV
spin multiplicity: 2

Atomic partial charges in e from the Mulliken method, atoms 1 to 6: number 1, Ru, carries 0.6071; number 2, C, carries -1.5784; number 3, C, carries 1.6129; number 4, C, carries -1.8753; number 5, C, carries -0.3472; number 6, C, carries -0.4759

=====

No. 2
C24H28BrN4SV | wB97M-V/def2-TZVPD

```
59
C24H28BrN4SV (wB97M-V/def2-TZVPD)
V 0.0721 -1.0822 -0.4835
C -0.6720 -4.4755 1.3075
C -1.9402 -3.8026 0.8079
C -2.1062 -4.2193 -0.6149
C -1.8511 -2.2670 0.9978
C -0.8075 -1.7117 1.7470
C -0.7584 -0.3240 2.0299
C -1.8651 0.4974 1.7853
C -1.9485 1.8861 2.2200
C -2.8840 -0.0215 0.9996
C -2.8750 -1.3665 0.5931
H -0.6313 -5.5225 1.0270
H -0.6033 -4.4378 2.4222
H 0.2640 -4.0223 0.9610
H -2.7886 -4.1726 1.4244
H -1.3876 -3.6765 -1.2038
H -3.1258 -4.1089 -1.0224
H -1.8072 -5.2368 -0.7246
H 0.0002 -2.3701 2.0523
H 0.2034 0.1433 2.3636
H -1.2079 2.1270 2.9710
H -2.9072 2.0563 2.6762
H -1.7042 2.5960 1.4038
H -3.7320 0.5765 0.7652
H -3.7067 -1.7674 0.0592
C 2.8659 -1.1825 1.8869
N 2.5905 0.2769 1.8946
C 2.6104 1.0417 3.0309
C 2.3360 2.3289 2.6728
N 2.2116 2.3306 1.3183
C 2.3011 1.0678 0.7850
S 1.9397 0.4738 -0.7552
C 1.7903 3.5109 0.6364
C 2.2572 3.8613 -0.6205
C 1.6054 4.8990 -1.2098
C 0.6043 5.5036 -0.5534
C 0.2118 5.1621 0.7158
N 0.8789 4.1592 1.3284
H 2.6210 -1.5941 2.8697
H 3.9408 -1.3690 1.7904
H 2.3368 -1.7505 1.1166
H 2.6692 0.5863 4.0154
H 2.0823 3.2169 3.2381
H 3.1493 3.3523 -0.9741
H 2.0168 5.2449 -2.1618
H 0.0834 6.3372 -1.0301
H -0.5767 5.6830 1.4309
Br -1.7055 1.9124 -5.3953
C -0.9446 0.4855 -4.5440
C -0.3546 -0.4182 -5.4226
C 0.3757 -1.4724 -4.9271
C 0.5596 -1.6463 -3.5282
N -0.0468 -0.8088 -2.7224
C -0.7557 0.2914 -3.1984
H -0.4168 -0.2875 -6.5142
H 0.8440 -2.2481 -5.5402
H 1.0687 -2.5172 -3.1814
H -1.1730 0.8447 -2.3794
H 0.7931 -2.5730 -0.6369
```

maximum force: 3.96 eV/A
expectation value of S²: 3.77
energy relative to the best compared isomer or geometry (same formula, charge and spin): 6.0 kcal per mole
HOMO level (alpha / beta): -10.367 / -11.210 eV
charge: +1
orbital gap (alpha / beta): 8.076 / 8.728 eV
spin multiplicity: 4

Atomic partial charges in e from the Mulliken method, atoms 1 to 6: number 1, V, carries 0.5363; number 2, C, carries -1.6400; number 3, C, carries 0.8729; number 4, C, carries -1.3558; number 5, C, carries -0.0666; number 6, C, carries -0.6680

=====

No. 3
C24H28CoF6N5PSb | wB97M-V/def2-TZVPD

```
66
C24H28CoF6N5PSb (wB97M-V/def2-TZVPD)
Co 0.1346 0.3061 -0.6125
N 2.0234 1.5293 1.3574
P 2.0886 0.0366 0.5243
C 3.6603 -0.0173 -0.3036
C 4.8377 0.0743 0.4461
C 6.0576 0.0443 -0.2055
C 6.1052 -0.0846 -1.5932
C 4.9358 -0.1744 -2.3364
C 3.7062 -0.1336 -1.6930
C 2.1225 -1.1471 1.8587
C 2.7907 -2.3569 1.6904
C 2.6371 -3.3636 2.6353
C 1.8249 -3.1619 3.7380
C 1.1711 -1.9470 3.9182
C 1.3106 -0.9425 2.9757
C 1.1304 2.4861 0.9823
C 1.2042 3.7913 1.4807
C 0.2948 4.7234 1.0629
C -0.6837 4.3599 0.1248
C -0.7033 3.0799 -0.3248
N 0.1712 2.1164 0.1025
H 2.7262 1.7903 2.0295
H 4.8027 0.1531 1.5287
H 6.9735 0.1067 0.3677
H 7.0636 -0.1227 -2.0940
H 4.9811 -0.2778 -3.4137
H 2.7885 -0.1978 -2.2690
H 3.4275 -2.5140 0.8282
H 3.1400 -4.3141 2.4946
H 1.6998 -3.9533 4.4672
H 0.5438 -1.7931 4.7882
H 0.7893 0.0006 3.1088
H 1.9942 4.0456 2.1766
H 0.3389 5.7357 1.4478
H -1.4106 5.0734 -0.2428
H -1.4402 2.7728 -1.0522
C -5.1710 0.2099 0.7897
C -3.8739 -0.1797 1.4668
N -2.7714 0.3128 0.6261
C -2.8010 0.2358 -0.6946
N -1.5846 0.4433 -1.3760
C -1.5963 0.4737 -2.8371
C -2.9380 0.8761 -3.4063
C -3.9856 -0.0317 -2.8118
N -3.9301 0.0281 -1.3395
C -5.1624 -0.3624 -0.6135
H -5.2440 1.2985 0.7458
H -6.0298 -0.1695 1.3405
H -3.7910 -1.2618 1.5718
H -3.7812 0.2723 2.4500
H -1.8654 0.3882 1.0516
H -1.3244 -0.5285 -3.1855
H -0.8018 1.1481 -3.1590
H -2.9226 0.7784 -4.4902
H -3.1626 1.9171 -3.1602
H -3.8419 -1.0638 -3.1341
H -4.9802 0.2827 -3.1127
H -5.2157 -1.4522 -0.5940
H -6.0094 0.0049 -1.1858
F 0.4195 -1.3322 -1.5720
Sb -0.3813 -2.9649 -0.6949
F -0.3414 -3.6649 -2.3927
F 1.3762 -3.4047 -0.3564
F -1.0274 -4.1203 0.5823
F -0.3938 -1.5309 0.6027
F -2.1053 -2.3263 -1.1052
```

maximum force: 0.85 eV/A
expectation value of S²: 2.04
energy relative to the best compared isomer or geometry (same formula, charge and spin): 14.2 kcal per mole
HOMO level (alpha / beta): -14.400 / -14.401 eV
charge: +2
orbital gap (alpha / beta): 7.739 / 5.308 eV
spin multiplicity: 3

Atomic partial charges in e from the Mulliken method, atoms 1 to 6: number 1, Co, carries -0.0471; number 2, N, carries -0.0148; number 3, P, carries 1.7803; number 4, C, carries 0.1033; number 5, C, carries -0.3485; number 6, C, carries -0.8628

=====

No. 4
C24H28EuN6S4 | wB97M-V/def2-TZVPD

```
63
C24H28EuN6S4 (wB97M-V/def2-TZVPD)
Eu -0.2574 -0.5982 0.3649
C 2.9175 0.1007 -1.1506
C 3.1415 0.7169 0.2418
C 2.2144 1.8440 0.6154
C 2.7357 3.1074 0.8822
C 1.8928 4.1367 1.2598
C 0.5336 3.8804 1.3476
C 0.0918 2.6036 1.0598
N 0.8991 1.5970 0.7094
N 1.8481 -0.9169 -1.2680
C 1.3363 -0.8882 -2.6446
C 0.4346 0.2849 -2.9265
C 0.4260 0.8944 -4.1746
C -0.5241 1.8654 -4.4441
C -1.4235 2.2092 -3.4471
C -1.3200 1.5766 -2.2213
N -0.4161 0.6309 -1.9571
C 2.3409 -2.2791 -1.0117
C 2.5540 -2.6261 0.4371
C 3.3912 -3.6842 0.7636
C 3.5516 -4.0305 2.0922
C 2.8986 -3.2781 3.0536
C 2.0874 -2.2366 2.6403
N 1.8813 -1.9278 1.3550
H 3.8661 -0.3418 -1.4824
H 2.6736 0.9130 -1.8390
H 4.1633 1.0977 0.2692
H 3.0554 -0.0542 1.0007
H 3.8016 3.2758 0.8021
H 2.2894 5.1187 1.4819
H -0.1708 4.6499 1.6304
H -0.9687 2.3714 1.1054
H 0.7244 -1.7816 -2.7983
H 2.1602 -0.9172 -3.3718
H 1.1519 0.6090 -4.9249
H -0.5647 2.3428 -5.4144
H -2.1916 2.9520 -3.6125
H -1.9937 1.8222 -1.4071
H 3.2710 -2.4685 -1.5681
H 1.5868 -2.9793 -1.3792
H 3.9025 -4.2279 -0.0209
H 4.1803 -4.8662 2.3719
H 2.9990 -3.4951 4.1079
H 1.5562 -1.6306 3.3600
S -0.9936 -2.9441 -0.7305
S -2.3319 -2.9793 0.8411
S -1.3087 -2.8664 2.6166
S -0.8178 -0.9028 3.0642
C -5.1419 0.9334 3.1852
C -4.4575 0.6316 1.8969
C -4.9184 0.2344 0.6636
C -3.7703 0.0177 -0.1155
N -2.6676 0.2690 0.5907
N -3.1174 0.6781 1.7981
C -3.7131 -0.4498 -1.5305
H -6.2152 1.0320 3.0396
H -4.7636 1.8632 3.6118
H -4.9622 0.1343 3.9065
H -5.9434 0.1003 0.3591
H -2.4798 0.6257 2.5824
H -3.9890 0.3440 -2.2293
H -4.4158 -1.2732 -1.6599
H -2.7203 -0.8205 -1.7779
```

maximum force: 1.35 eV/A
expectation value of S²: 15.76
energy relative to the best compared isomer or geometry (same formula, charge and spin): 8.5 kcal per mole
HOMO level (alpha / beta): -5.537 / -6.304 eV
orbital gap (alpha / beta): 5.723 / 6.482 eV
spin multiplicity: 8

Atomic partial charges in e from the Mulliken method, atoms 1 to 6: number 1, Eu, carries 0.8342; number 2, C, carries -0.8899; number 3, C, carries -0.8737; number 4, C, carries 0.6642; number 5, C, carries -1.0087; number 6, C, carries -0.3667

=====

No. 5
C24H28FeN10OS2 | wB97M-V/def2-TZVPD

```
66
C24H28FeN10OS2 (wB97M-V/def2-TZVPD)
Fe -0.1354 -0.3796 1.1526
N 0.3349 4.6285 0.0340
C -0.3935 3.5515 0.4574
S -2.1028 3.3532 0.2902
N 0.2715 2.4677 0.9175
N -0.5555 1.4676 1.1237
C -1.9934 1.8416 1.3407
C -3.0317 0.8019 0.9399
C -4.4009 0.9970 1.3150
C -5.3807 0.2019 0.7411
C -5.0110 -0.8008 -0.1520
C -3.6386 -1.1055 -0.2549
N -2.6668 -0.3370 0.3030
H -0.2279 5.3234 -0.4280
H 1.3015 4.6004 -0.0977
H -2.2084 2.0550 2.3962
H -4.6520 1.8528 1.9708
H -6.4110 0.3472 1.0005
H -5.7908 -1.3679 -0.6154
H -3.2237 -1.9802 -0.8766
O 1.0881 1.5197 -1.8189
C 0.1995 1.1546 -2.6361
C -0.4211 2.1715 -3.4585
C -1.2807 1.8540 -4.5276
C -1.5557 0.5209 -4.7343
C -1.0302 -0.4465 -3.9129
C -0.2643 -0.1951 -2.7775
C 0.2341 -1.3126 -2.0208
N 0.2066 -1.4904 -0.6463
C 0.5890 -2.8282 -0.4072
C 0.9183 -3.4148 -1.6121
N 0.6517 -2.4871 -2.5695
H -0.0103 3.2099 -3.2585
H -1.6809 2.6574 -5.1616
H -2.2408 0.2264 -5.5077
H -1.2016 -1.5350 -4.0692
H 0.6331 -3.0961 0.6173
H 1.1767 -4.4972 -1.8284
H 0.9086 -2.6407 -3.5477
C -1.8180 -3.3716 2.0045
C -1.2929 -2.4783 3.0695
N -0.7765 -1.2735 2.9991
C -0.1961 -1.0040 4.2802
C -0.3407 -2.0591 5.0771
N -1.0969 -2.9580 4.3086
H -2.9257 -3.3697 2.1397
H -1.4164 -4.3729 2.1533
H -1.5704 -2.8978 1.0833
H 0.3861 -0.0660 4.4221
H 0.0063 -2.1316 6.1289
H -1.5336 -3.7244 4.7674
S 2.3055 -0.3239 2.2167
C 3.3486 0.1824 0.9625
N 3.0705 0.3759 -0.3189
C 4.0738 0.6928 -1.3194
C 4.9323 1.7888 -0.7227
C 5.5411 1.1573 0.4904
N 4.6215 0.4195 1.3239
H 2.0553 0.4603 -0.5557
H 3.4925 0.9580 -2.2084
H 4.7273 -0.1552 -1.6481
H 4.3315 2.6694 -0.4316
H 5.7188 2.1519 -1.4231
H 6.0066 1.9588 1.0549
H 6.4090 0.4741 0.2730
H 4.9362 0.0071 2.1923
```

maximum force: 3.96 eV/A
expectation value of S²: 8.77
energy relative to the best compared isomer or geometry (same formula, charge and spin): 46.3 kcal per mole
HOMO level (alpha / beta): -8.695 / -8.694 eV
charge: +1
orbital gap (alpha / beta): 6.502 / 4.855 eV
spin multiplicity: 6

Atomic partial charges in e from the Mulliken method, atoms 1 to 6: number 1, Fe, carries 0.6906; number 2, N, carries -0.3479; number 3, C, carries 0.4623; number 4, S, carries -0.1320; number 5, N, carries -0.8219; number 6, N, carries 0.8155

=====

No. 6
C24H28IN2OPdS2Si | wB97M-V/def2-TZVPD

```
60
C24H28IN2OPdS2Si (wB97M-V/def2-TZVPD)
Pd 0.2084 0.7313 -0.3014
C 0.7869 2.9170 2.0855
Si 0.7323 1.1629 2.7525
C -0.0026 1.3730 4.4897
C 2.5315 0.6303 3.0318
N -0.0767 0.0627 1.7044
C -0.8163 -1.0156 2.1027
C -0.7180 -1.5583 3.4098
C -1.5098 -2.5892 3.8815
C -2.4622 -3.1791 3.0639
C -2.5441 -2.7374 1.7514
C -1.7152 -1.7394 1.2686
O -1.8305 -1.3331 -0.0440
C -1.9365 -2.1990 -1.0792
C -1.7848 -3.5802 -0.9866
C -1.8510 -4.3515 -2.1420
C -2.0597 -3.7651 -3.3795
C -2.2020 -2.3824 -3.4576
C -2.1454 -1.5985 -2.3208
H 1.3462 3.5393 2.7956
H -0.2198 3.3231 1.9726
H 1.2599 2.9921 1.1079
H 0.3397 2.3386 4.8776
H 0.3149 0.6055 5.1991
H -1.0959 1.3835 4.4739
H 2.8997 1.0218 3.9868
H 3.1976 0.9993 2.2476
H 2.6163 -0.4604 3.0617
H 0.0271 -1.1454 4.0719
H -1.3737 -2.9330 4.9014
H -3.1099 -3.9683 3.4236
H -3.2628 -3.1755 1.0692
H -1.6184 -4.0472 -0.0244
H -1.7310 -5.4267 -2.0643
H -2.1038 -4.3735 -4.2743
H -2.3443 -1.9049 -4.4198
H -2.2148 -0.5177 -2.3591
C -0.9696 2.8163 -4.2944
C -0.9233 2.2823 -2.8860
S 0.5210 1.3660 -2.4587
C -1.8796 2.4836 -1.9790
C -3.1225 3.2877 -2.2386
S -1.7427 1.8555 -0.3399
H -0.0971 2.4801 -4.8561
H -0.9780 3.9113 -4.3158
H -1.8598 2.4704 -4.8301
H -3.3710 3.3098 -3.3029
H -3.0049 4.3233 -1.9002
H -3.9727 2.8659 -1.6977
I 1.5515 -2.5446 -0.1797
C 2.8959 -0.9751 -0.1370
C 4.2456 -1.1873 0.1084
C 5.1012 -0.1037 0.0353
C 4.5919 1.1431 -0.2911
C 3.2298 1.2638 -0.5015
N 2.3943 0.2257 -0.4118
H 4.6035 -2.1795 0.3426
H 6.1598 -0.2349 0.2245
H 5.2286 2.0131 -0.3707
H 2.7611 2.2038 -0.7611
```

maximum force: 0.59 eV/A
HOMO level: -3.376 eV
charge: -1
orbital gap: 5.710 eV

Atomic partial charges in e from the Mulliken method, atoms 1 to 6: number 1, Pd, carries 0.3206; number 2, C, carries -1.0390; number 3, Si, carries -0.0455; number 4, C, carries -1.3288; number 5, C, carries -0.9294; number 6, N, carries 0.8171

=====

No. 7
C24H28N4O2Pt | wB97M-V/def2-TZVPD

```
59
C24H28N4O2Pt (wB97M-V/def2-TZVPD)
Pt -0.9241 0.9849 -0.8567
C -3.8818 -3.6825 3.3611
C -3.2946 -3.0776 2.1740
C -2.5603 -3.8571 1.2580
C -1.7829 -3.2928 0.2462
C -1.0598 -4.2494 -0.5605
N 0.0956 -4.2105 -1.1333
C 1.1257 -3.1963 -1.0700
C 1.7250 -3.1067 0.3510
C 3.0527 -2.3521 0.4009
N 2.8587 -0.9538 0.1084
C 3.6329 0.0418 0.3745
C 3.3084 1.4124 0.0890
C 4.2447 2.3978 0.3598
C 3.9807 3.7674 0.1482
C 4.9962 4.7765 0.4295
C 2.6971 4.1247 -0.3184
C 1.7072 3.1889 -0.5934
C 0.4131 3.6656 -1.0342
N -0.6714 2.9960 -1.1921
C -1.8964 3.6321 -1.6332
C -2.8381 2.6638 -2.3671
C -3.6559 1.7368 -1.4609
N -2.8468 0.7940 -0.7598
C -3.1678 0.2261 0.4056
C -2.8355 -1.1112 0.7821
C -3.4720 -1.7092 1.8639
C -1.8193 -1.8550 0.0318
O -1.0319 -1.2650 -0.7561
C 2.0026 1.7768 -0.4467
O 1.1874 0.8587 -0.7642
H -3.3710 -4.5997 3.6562
H -4.9203 -4.0017 3.1680
H -3.9720 -2.9793 4.1925
H -2.5595 -4.9297 1.3805
H -1.5894 -5.1979 -0.6553
H 0.3648 -5.0451 -1.6566
H 0.6890 -2.2423 -1.3754
H 1.9042 -3.4846 -1.7775
H 1.9184 -4.1171 0.7136
H 1.0194 -2.6402 1.0403
H 3.7609 -2.7796 -0.3180
H 3.5035 -2.4730 1.3918
H 1.9814 -0.7218 -0.3737
H 4.5806 -0.1505 0.8677
H 5.2132 2.1112 0.7426
H 6.0102 4.3778 0.3798
H 4.9007 5.1597 1.4599
H 4.8883 5.6671 -0.1933
H 2.4842 5.1779 -0.4502
H 0.3837 4.7393 -1.2311
H -1.6510 4.4567 -2.3120
H -2.4027 4.0743 -0.7651
H -2.2626 2.0769 -3.0930
H -3.5434 3.2653 -2.9419
H -4.3700 1.1791 -2.0900
H -4.2671 2.3188 -0.7505
H -3.8212 0.7662 1.0895
H -4.1631 -1.1333 2.4622
```

maximum force: 2.08 eV/A
expectation value of S²: 6.05
energy relative to the best compared isomer or geometry (same formula, charge and spin): 8.6 kcal per mole
HOMO level (alpha / beta): -18.502 / -21.226 eV
charge: +4
orbital gap (alpha / beta): 6.170 / 6.360 eV
spin multiplicity: 5

Atomic partial charges in e from the Mulliken method, atoms 1 to 6: number 1, Pt, carries 1.1178; number 2, C, carries -1.4830; number 3, C, carries 0.3347; number 4, C, carries -0.7254; number 5, C, carries 0.6274; number 6, C, carries -0.5771

=====

Which value of maximum force does entry 7 give? 2.08 eV/A

=====

What is the maximum force in the fourth record? 1.35 eV/A